[1]
Density functional theory data (ωB97M-V with the def2-TZVPD basis set) for 9 unconnected molecules or ions with the total composition C30H57N3O18 in a non-equilibrium geometry.

Atoms and positions in Å:
C  -15.7280  15.4500  18.7890
O  -15.1080  14.6900  17.7700
C  -15.7840  14.0390  16.8030
O  -17.1710  14.0670  16.5750
O  -14.9030  13.2910  16.0700
C  -15.3780  12.4030  15.0680
H  -15.3530  16.4900  18.8070
H  -15.4970  14.9580  19.7220
H  -16.8100  15.4170  18.6620
H  -14.4640  11.7960  14.7220
H  -15.8160  12.8140  14.1940
H  -16.1080  11.8090  15.6130
C  -22.6810  11.2560  12.5740
O  -22.2290  11.1940  13.9210
C  -21.1830  11.9490  14.4910
O  -20.6250  13.0620  13.7690
O  -20.8810  11.7960  15.8060
C  -19.9550  12.6520  16.4120
H  -22.4130  12.0820  11.9880
H  -23.7760  10.9620  12.4140
H  -22.2510  10.3320  12.1230
H  -18.9630  12.5160  15.9180
H  -19.9260  12.5180  17.4790
H  -20.1940  13.7120  16.1930
C  -7.0900  13.3560  16.3450
O  -8.4750  12.9900  16.4960
C  -9.4950  13.6390  15.8870
O  -9.2190  14.7150  15.0700
O  -10.6860  13.1850  16.2720
C  -11.7860  13.8180  15.7830
H  -6.4380  13.0120  17.1350
H  -7.0810  14.4490  16.3040
H  -6.6370  12.8810  15.5000
H  -12.7280  13.4200  16.1260
H  -11.7050  13.6860  14.7470
H  -11.9660  14.8730  15.9310
C  -13.5300  10.9460  17.3790
O  -13.6570  12.0970  18.2110
C  -13.5850  12.0180  19.5230
O  -13.6250  10.7310  20.2520
O  -13.3300  13.2390  20.0970
C  -13.4120  13.4090  21.5550
H  -12.9190  10.2350  17.8430
H  -12.9080  11.2190  16.4870
H  -14.4570  10.5120  17.0830
H  -12.9690  12.5340  22.0120
H  -14.5120  13.3420  21.8090
H  -13.0380  14.3720  21.8320
C  -17.9340  18.9840  10.9290
O  -18.1480  17.5760  11.0450
C  -17.9950  17.1070  12.2400
O  -17.8310  17.9830  13.3750
O  -18.0510  15.7690  12.4160
C  -17.9360  15.2610  13.7240
H  -16.9250  19.2810  10.9760
H  -18.3690  19.6430  11.6610
H  -18.3380  19.3000  9.9540
H  -17.9250  14.2320  13.7630
H  -18.6560  15.5950  14.4220
H  -16.9820  15.5320  14.1320
C  -18.1930  12.4400  11.2950
O  -17.6930  12.0030  12.5030
C  -18.1750  10.7820  13.0320
O  -18.7810  9.9110  12.1890
O  -18.2490  10.6600  14.3460
C  -18.7720  9.5090  14.9230
H  -19.2530  12.3000  11.0180
H  -17.7090  11.8340  10.5310
H  -17.8870  13.4620  11.0620
H  -18.9690  9.7690  15.9700
H  -17.9830  8.7590  14.6640
H  -19.7350  9.1410  14.5020
C  -12.7390  11.6730  12.2750
C  -14.0650  11.9450  11.6010
C  -14.8270  10.6400  11.5530
C  -14.8980  9.8620  12.7780
N  -14.8750  9.2070  13.7070
H  -12.1290  12.6280  12.2760
H  -12.1890  10.8190  11.9770
H  -12.8110  11.5790  13.3790
H  -13.8780  12.3900  10.6530
H  -14.6910  12.5330  12.1810
H  -14.4320  10.0460  10.7170
H  -15.8800  10.6790  11.2730
C  -9.1290  14.5730  18.8880
C  -10.6490  14.5800  19.0760
C  -11.4530  15.7000  18.3810
C  -11.7350  16.8990  19.2160
N  -12.0360  17.8470  19.8320
H  -8.8780  15.3150  19.6040
H  -8.7830  14.9580  17.9000
H  -8.6160  13.6470  19.1900
H  -10.9800  14.5630  20.0800
H  -11.0430  13.6760  18.8150
H  -12.4580  15.3910  18.2170
H  -11.0480  16.1120  17.4640
C  -17.1270  12.1360  19.0780
C  -17.3310  10.6670  18.5380
C  -16.6240  9.5390  19.3180
C  -17.0140  9.3550  20.7390
N  -17.4170  9.3570  21.8340
H  -16.2350  12.5320  18.7570
H  -17.1970  12.1560  20.1720
H  -17.9410  12.7990  18.8130
H  -16.9270  10.4650  17.5830
H  -18.4920  10.5920  18.5640
H  -15.6120  9.7890  19.3460
H  -16.6710  8.5030  18.7980

Properties
Total charge ... 0
Gap between HOMO and LUMO ... 10.20 eV
Energy above the lowest of the compared OMol25 structures with the same formula, charge and spin ... 1052.14 kJ/mol
SMILES ... COC(=O)OC.COC(=O)OC.COC(=O)OC.COC(=O)OC.COC(=O)OC.COC(=O)OC.CCCC#N.CCCC#N.CCCC#N

These are the Löwdin partial charges, in e, on atoms 1 to 4: -0.020, -0.029, -0.352, -0.044


[2]
Density functional theory data (ωB97M-V with the def2-TZVPD basis set) for 3 unconnected molecules or ions with the total composition C5H14O3 in a non-equilibrium geometry.

Atoms and positions in Å:
O  1.6459  2.7489  0.5336
C  1.1940  1.7580  0.9978
C  2.1801  0.5828  1.2551
C  1.5304  -0.7603  1.5486
C  0.4389  -1.2277  0.5581
C  0.9331  -1.1485  -0.8967
H  0.1201  1.5860  1.1710
H  2.8963  0.7722  2.0557
H  2.7984  0.5793  0.3454
H  1.0749  -0.4898  2.5184
H  2.3553  -1.4464  1.7680
H  -0.3556  -0.4805  0.7300
H  -0.0211  -2.1842  0.7798
H  1.4393  -0.2143  -1.1057
H  0.0304  -1.3770  -1.4727
H  1.5937  -1.9807  -1.1281
H  -2.5751  -0.2279  -2.6469
H  -2.5618  0.3565  -4.0809
O  -2.4694  0.5859  -3.1377
H  -3.5607  1.4655  -0.1178
H  -4.7849  0.5530  0.3563
O  -3.9022  0.5493  -0.0312

Properties
⟨S²⟩ ... 0.758
Total charge ... +1
Multiplicity ... 2
Gap between HOMO and LUMO (alpha / beta) ... 7.94 / 4.19 eV
Energy above the lowest of the compared OMol25 structures with the same formula, charge and spin ... 55.03 kJ/mol

These are the natural (NBO) partial charges, in e, on atoms 1 to 4: -0.059, 0.462, -0.456, -0.396


[3]
Density functional theory data (ωB97M-V with the def2-TZVPD basis set) for a molecular structure, C19H43NdP3SSe in a non-equilibrium geometry.

Atoms and positions in Å:
Nd  -0.4766  -0.0337  0.2094
P  -3.2223  -0.1673  0.3372
P  0.2067  -2.8278  0.6073
P  -0.0032  2.8147  0.4664
H  4.2772  -1.0145  -0.2338
C  4.2167  0.0263  0.1010
C  3.8549  0.2033  1.3937
H  3.5711  -0.7337  1.9232
C  -3.8316  -0.2349  -1.3800
C  -3.8938  -1.6510  1.1590
C  -3.9911  1.3149  1.0750
C  1.8821  -3.5617  0.7092
C  -0.6127  -3.8299  1.8933
C  -0.4184  -3.7056  -0.9025
C  1.6191  3.6555  0.5738
C  -0.8912  3.7090  1.7960
C  -0.7197  3.6637  -1.0065
H  4.4515  0.7904  -0.6558
H  3.6952  1.1189  1.9595
H  -4.9189  -0.3628  -1.3796
H  -3.3307  -1.0589  -1.9228
H  -3.5335  0.6793  -1.9178
H  -4.9767  -1.7148  0.9684
H  -3.6543  -1.6440  2.2343
H  -3.3798  -2.5450  0.7644
H  -5.0826  1.2757  0.9437
H  -3.5767  2.2172  0.5931
H  -3.7036  1.4143  2.1349
H  1.8996  -4.4346  0.0393
H  2.1018  -3.8778  1.7380
H  2.6390  -2.8402  0.3894
H  -0.6779  -4.8629  1.5376
H  -1.6102  -3.4366  2.1141
H  -0.0180  -3.7997  2.8138
H  0.0003  -4.7251  -0.8842
H  -0.0908  -3.1776  -1.8107
H  -1.5167  -3.7453  -0.8903
H  1.5473  4.5776  -0.0198
H  2.4091  3.0200  0.1656
H  1.8551  3.8991  1.6200
H  -0.8582  4.7842  1.5847
H  -0.4106  3.5143  2.7608
H  -1.9264  3.3597  1.8565
H  -0.3217  4.6893  -1.0269
H  -1.8149  3.6895  -0.9287
H  -0.4375  3.1318  -1.9259
C  1.3956  0.0758  -3.9145
C  2.7538  -0.2410  -3.7417
C  3.5980  -0.1623  -4.8498
C  3.0566  0.2021  -6.1110
C  1.6765  0.4178  -6.2839
C  0.8352  0.3776  -5.1637
Se  0.1807  -0.0643  -2.3502
H  0.9952  0.7293  -1.2093
H  3.1338  -0.5262  -2.7271
H  4.6848  -0.3764  -4.7245
H  3.7329  0.3160  -6.9576
H  1.2547  0.6320  -7.2674
H  -0.2383  0.5539  -5.2786
C  0.9870  0.1071  4.3298
S  -0.3657  0.3936  3.1740
C  -1.7424  0.0135  4.2762
H  1.9333  0.0632  3.7784
H  0.7986  -0.8342  4.8675
H  1.0115  0.9329  5.0570
H  -1.4952  -0.9021  4.8214
H  -1.8365  0.8371  4.9919
H  -2.6767  -0.1089  3.7058

Properties
⟨S²⟩ ... 3.755
Total charge ... +3
Multiplicity ... 4
Gap between HOMO and LUMO (alpha / beta) ... 7.07 / 7.16 eV

These are the natural (NBO) partial charges, in e, on atoms 1 to 4: 1.500, 0.691, 0.686, 0.700


[4]
Density functional theory data (ωB97M-V with the def2-TZVPD basis set) for a molecular structure, C4H10O3Tb in a non-equilibrium geometry.

Atoms and positions in Å:
O  -1.0780  0.4923  -1.0007
C  -0.4706  0.7391  -2.2198
C  1.0441  0.8938  -2.1566
O  1.5045  2.1184  -1.6290
C  1.3702  2.2811  -0.2388
H  -0.8808  1.6630  -2.6745
H  -0.6719  -0.0777  -2.9427
H  1.4475  0.8397  -3.1790
H  1.4710  0.0504  -1.5777
H  2.3393  2.4618  0.2509
H  0.6947  3.1232  -0.0033
H  0.9338  1.3547  0.1629
O  -1.1257  -1.8493  2.7684
C  -1.2423  -3.0752  3.3144
Tb  -1.2317  -0.8237  0.6551
H  -1.0197  -3.8984  2.6183
H  -0.7431  -3.1353  4.2952
H  -2.3413  -3.1578  3.5569

Properties
⟨S²⟩ ... 16.781
Total charge ... +2
Multiplicity ... 8
Gap between HOMO and LUMO (alpha / beta) ... 3.36 / 5.19 eV

These are the Löwdin partial charges, in e, on atoms 1 to 4: -0.468, -0.263, -0.195, -0.135